# 1
The following is a quantum chemistry calculation of the molecule C2H2N2O2S, from the OMol25 dataset.

The SMILES is O=c1[nH][nH]c(=S)o1. As for the HOMO-LUMO gap: 9.693 eV. The value obtained for the HOMO energy is -0.341 hartree. As for the energy: -20016.2041 eV.

Structure (XYZ):
```
9
C2H2N2O2S (wB97M-V/def2-TZVPD)
O 2.068 -1.337 -0.019
C 1.060 -0.705 -0.032
N 0.860 0.657 -0.142
N -0.515 0.875 0.112
C -1.131 -0.316 0.004
S -2.712 -0.750 -0.027
O -0.175 -1.259 0.036
H 1.519 1.191 0.396
H -0.974 1.644 -0.326
```

# 2
The following is a quantum chemistry calculation of the ion C5H10N with charge +1, from the OMol25 dataset.

The SMILES is C=[NH+]CC(=C)C. As for the HOMO-LUMO gap: 8.569 eV. The value obtained for the HOMO energy is -0.504 hartree. Its charge is +1. As for the energy: -6827.4064 eV.

Structure (XYZ):
```
16
C5H10N (wB97M-V/def2-TZVPD)
C -0.152 -2.187 -1.200
N -0.467 -1.014 -1.488
C -0.668 -0.128 -0.308
C 0.201 1.012 0.441
C -0.421 2.186 0.436
C 1.339 0.447 1.274
H -0.228 -2.915 -1.944
H 0.079 -2.398 -0.135
H -0.756 -0.900 -2.428
H -1.046 -0.696 0.562
H -1.569 0.264 -0.579
H 0.042 3.114 0.868
H -1.330 2.388 0.026
H 1.008 -0.359 1.931
H 1.764 1.344 1.814
H 2.205 -0.159 0.730
```

Number 1: LUMO energy 0.41 eV. Number 2: LUMO energy -5.15 eV.